[1]
50
Properties=species:S:1:pos:R:3:lowdin_charge:R:1 method="wB97M-V/def2-TZVPD" orbital_gap_ha=0.296 lumo_ev=2.62 de_lowest_kcal_mol=99.5 energy_ha=-1135.79801 charge=-1
H -0.4462 -2.8677 -3.9809 0.08
C 2.3387 0.7009 4.4195 -0.09
H -0.5278 1.8830 -2.2763 0.10
O -0.2751 -3.7000 -3.4955 -0.12
N 0.9906 0.9018 -3.3910 -0.04
H -1.6933 3.9565 1.0406 0.08
H 1.4697 1.7719 -3.0837 0.05
H -0.6333 0.2551 1.0584 0.15
C 3.5386 1.3054 3.6415 -0.09
C -1.0990 0.0188 0.0245 -0.17
H -0.5313 2.5495 0.8786 0.07
H -3.7158 2.3438 0.4876 0.12
H -1.7315 3.8938 -1.2373 0.07
H 4.1558 2.1852 4.0423 0.08
H -2.6273 2.6729 -2.2783 0.06
H -0.8563 -4.3714 -0.1683 0.11
C -1.1711 -3.7535 -2.3536 -0.26
H -3.3468 0.0946 0.2033 0.12
H 0.6892 -4.2183 -1.1770 0.12
C -0.3411 -3.7338 -0.9682 -0.05
C -1.6229 2.8006 1.0818 -0.11
C -2.6684 2.2272 0.0085 -0.37
H -1.0673 0.2978 -3.1412 0.11
C 3.0160 -0.4672 1.7483 -0.04
H 3.2621 -0.9228 0.7222 0.10
H 4.7748 1.0673 1.6109 0.09
O 0.3678 -1.3202 -1.5255 0.02
H 2.0818 1.1431 5.4464 0.08
C 0.0789 0.0503 -1.1259 -0.39
C 0.9512 -2.2275 1.7763 -0.35
C -2.6660 3.2126 -1.2721 -0.12
N 1.2928 0.8120 -0.6505 0.08
C -0.2461 0.7891 -2.5210 -0.19
H -3.5594 3.9410 -1.1887 0.07
C -2.5075 0.6672 -0.3460 -0.09
C 1.7886 -1.0519 2.4987 -0.06
C 1.4487 -0.4687 3.8860 -0.01
H -1.9879 2.5143 2.1291 0.08
H -2.7600 0.5450 -1.4684 0.12
C 3.9057 0.6840 2.2602 -0.08
H -1.9503 -2.9192 -2.3771 0.12
H 2.0692 0.1393 -0.7975 0.07
H -1.7168 -4.7747 -2.4096 0.10
H 1.2103 1.0724 0.3406 0.05
H 1.6607 0.1540 -3.1637 0.05
O 1.1720 -2.3601 0.3938 0.07
O -1.2096 -1.4421 0.1312 0.00
H 0.5812 -0.8776 4.4968 0.10
O 0.2050 -2.9607 2.4760 0.05
B -0.0910 -2.2127 -0.4060 -0.94

---

[2]
20
Properties=species:S:1:pos:R:3:lowdin_charge:R:1 method="wB97M-V/def2-TZVPD" orbital_gap_ha=0.366 lumo_ev=0.10 de_lowest_kcal_mol=72.2 energy_ha=-606.67634 smiles="NC(=O)c1ccccc1.O=NO"
H -1.3815 2.3801 1.3313 0.01
C 0.5483 -1.2823 0.0801 0.00
H 3.1354 -1.3335 -2.0722 0.08
C 0.2896 0.3791 -1.6921 -0.05
C -1.3277 0.4126 0.1406 -0.45
H -2.5601 -0.2840 1.6279 0.12
C 1.7418 -1.6530 -0.5543 -0.06
H 1.5896 0.3757 -3.3514 0.13
H -1.8209 -1.4165 0.5259 0.06
N -0.7528 1.3864 2.7508 -0.10
O -1.6167 1.6023 0.1587 0.03
O -1.1299 2.6936 2.2811 -0.05
C 1.4386 -0.0481 -2.3072 -0.06
H 2.3202 -2.3446 -0.1359 0.06
O -0.4554 1.3715 3.8948 0.02
C 2.2118 -1.0685 -1.7005 -0.05
C -0.1079 -0.2023 -0.5073 -0.15
H 0.3480 -1.6283 1.0284 0.09
N -2.1345 -0.5225 0.7390 0.19
H -0.3358 1.1823 -2.2376 0.16

---

[3]
71
Properties=species:S:1:pos:R:3:lowdin_charge:R:1 method="wB97M-V/def2-TZVPD" orbital_gap_ha="0.214 / 0.213" lumo_ev="-1.72 / -1.72" de_lowest_kcal_mol=0.0 energy_ha=-5219.94908 multiplicity=2
C 1.7237 2.0590 0.5086 -0.11
C 1.8285 4.4548 0.2294 0.08
Cl -1.9733 2.0658 -2.1740 0.77
C -0.8775 -0.9904 -2.6228 -0.20
H -0.9714 0.4375 -4.2227 0.10
C 2.2233 -2.7096 1.8405 -0.37
C -0.3179 3.4177 0.8402 -0.06
H 2.9445 -0.9892 -3.2421 0.10
C -2.3259 2.1772 1.3006 -0.02
H 5.3571 1.5182 -0.4396 0.12
Cl 2.1561 -5.3755 5.5685 0.68
Co 0.9043 -0.5665 0.9346 0.59
C 1.6111 -3.0473 4.2384 -0.17
O 2.2081 -1.9408 0.7917 -0.16
H 4.4458 3.8352 -0.4134 0.13
H -6.2350 -0.6578 -4.5081 0.10
C 1.6479 -2.2486 3.0779 -0.13
C 0.5180 4.5636 0.5415 -0.05
H -1.3919 -3.5216 -1.5611 0.13
C -3.2190 1.1709 -2.9903 -0.57
C -5.3126 1.2569 -4.1576 -0.08
H -6.1033 1.8267 -4.6254 0.11
H 2.3874 5.3509 0.0018 0.13
C 1.8740 -0.9912 -3.0797 -0.10
C 2.7482 -4.7876 3.0120 -0.12
C -0.6728 -2.9149 -1.0039 -0.04
C -0.3267 -0.1829 -3.6146 -0.06
C 0.9946 -2.4965 5.3819 -0.01
H 3.8416 -0.3938 0.1912 0.13
O -2.6083 -2.4203 0.3235 0.03
N -0.2987 0.9960 1.0239 0.08
H -3.3894 2.1332 1.4877 0.12
C 2.1851 -4.3414 4.1692 -0.61
O -0.6340 -1.6942 1.0318 -0.10
H 1.9487 -2.5228 -1.5816 0.09
C -1.3918 -2.3197 0.2079 -0.62
Cl -4.4856 -2.5729 -3.4670 0.73
C -1.5963 0.9832 1.2476 -0.06
C -3.2285 -0.2295 -2.9539 -0.28
C 0.4791 -1.2323 5.3299 -0.04
C 2.7667 -3.9802 1.8613 -0.58
C -4.3648 -0.8425 -3.5110 -0.57
C 1.0433 -0.1725 -3.8278 -0.09
C 2.4759 3.1830 0.1924 -0.12
C 1.3130 -1.8553 -2.1481 -0.05
H 1.4549 0.4707 -4.5959 0.10
C -4.2250 1.9034 -3.6003 -0.11
C -1.7060 3.3842 1.1078 0.00
N 1.1363 -0.9888 3.0527 0.09
C -0.0544 -1.8818 -1.9115 -0.16
C -5.3904 -0.1250 -4.0945 -0.11
N -0.0183 5.9474 0.5345 -0.33
C 0.3289 2.1764 0.8175 -0.12
H 0.1061 -3.5830 -0.6317 0.12
N -2.2516 -1.0092 -2.3547 0.08
H 3.1782 -5.7784 2.9636 0.11
H -4.1548 2.9822 -3.6045 0.10
H -2.0459 0.0040 1.3747 0.12
O -1.1996 6.1065 0.7621 0.09
H 0.9327 -3.0866 6.2860 0.09
O 0.7577 6.8488 0.3025 0.09
N 2.2360 0.8084 0.5113 0.08
H -2.2751 4.2958 1.1387 0.11
C 0.5755 -0.5051 4.1312 -0.11
H -0.0005 -0.7861 6.1899 0.11
C 4.3289 1.7113 -0.1701 -0.01
C 3.4984 0.6338 0.1760 -0.04
H 0.1822 0.5042 4.0669 0.11
Cl 3.4849 -4.6110 0.4133 0.69
C 3.8257 2.9858 -0.1557 0.02
H -2.6059 -1.8399 -1.8995 0.08